Entry from the OMol25 dataset: a 4-piece molecular cluster, C33H77Cl2I3N10O5P3 overall at a distorted geometry (ωB97M-V/def2-TZVPD).

Each line ends with the Mulliken charge.
CARTESIAN COORDINATES (ANGSTROEM)
C (0.975, -9.006, -2.029)  -1.025
C (0.540, -7.559, -2.742)  0.332
I (0.906, -5.754, -1.562)  0.027
C (-0.062, -7.479, -4.101)  -1.004
I (-0.394, -9.428, -5.127)  0.081
C (-0.482, -6.115, -4.909)  -0.250
C (-1.749, -5.201, -4.354)  -0.413
C (-2.544, -5.670, -2.999)  -0.206
C (-4.116, -5.130, -3.185)  0.228
O (-5.018, -5.808, -3.949)  -0.492
O (-4.626, -3.884, -2.536)  -0.420
N (-1.408, -3.740, -4.570)  -0.079
C (0.031, -3.689, -5.055)  -0.730
C (0.755, -2.761, -3.915)  -1.399
C (0.390, -1.140, -4.102)  0.539
C (1.105, -0.396, -2.789)  -1.018
Cl (1.041, -0.459, -5.701)  -0.167
C (0.735, -5.128, -5.495)  1.056
Cl (0.314, -5.172, -7.337)  -0.130
C (2.279, -5.435, -5.040)  -0.361
C (3.428, -4.967, -6.115)  -0.924
C (3.236, -3.450, -6.715)  -0.620
I (3.785, -6.483, -7.714)  0.069
H (1.572, -9.709, -2.772)  0.363
H (1.757, -8.728, -1.173)  0.334
H (0.083, -9.536, -1.487)  0.274
H (-0.967, -6.571, -5.900)  0.649
H (-2.589, -5.365, -5.187)  0.295
H (-2.150, -5.199, -2.002)  0.302
H (-2.644, -6.856, -2.935)  0.327
H (-4.713, -3.168, -3.232)  0.328
H (-1.764, -3.013, -3.912)  0.406
H (-1.939, -3.502, -5.462)  0.588
H (-0.075, -3.108, -6.066)  0.750
H (1.924, -2.816, -3.898)  0.312
H (0.254, -3.054, -2.873)  0.259
H (-0.777, -1.003, -3.960)  0.119
H (1.280, -1.194, -1.925)  0.258
H (2.150, 0.061, -3.057)  0.336
H (0.441, 0.452, -2.324)  0.241
H (2.557, -4.898, -4.010)  0.245
H (2.480, -6.593, -4.831)  0.303
H (4.456, -4.950, -5.508)  0.510
H (2.873, -2.652, -5.941)  0.067
H (4.323, -3.095, -7.060)  0.373
H (2.596, -3.493, -7.703)  0.253
O (-0.466, 1.025, 0.788)  -0.870
P (-1.816, 1.298, 1.497)  1.275
N (-2.672, 1.315, -0.001)  0.157
C (-3.851, 2.106, -0.349)  -0.913
C (-2.797, 0.001, -0.641)  -1.283
N (-1.332, 2.916, 1.878)  0.376
C (-1.737, 4.072, 1.093)  -1.399
C (0.083, 3.090, 2.241)  -0.635
N (-3.367, 1.611, 2.312)  -0.063
C (-3.385, 2.445, 3.529)  -0.860
C (-3.945, 0.314, 2.730)  -0.876
H (-4.749, 1.781, 0.190)  0.301
H (-4.073, 2.016, -1.420)  0.366
H (-3.718, 3.168, -0.193)  0.173
H (-3.650, -0.557, -0.245)  0.336
H (-1.901, -0.609, -0.495)  0.325
H (-2.931, 0.101, -1.725)  0.335
H (-1.449, 3.981, 0.043)  0.323
H (-1.297, 5.000, 1.482)  0.459
H (-2.812, 4.242, 1.176)  0.389
H (0.724, 3.145, 1.352)  0.185
H (0.429, 2.267, 2.874)  -0.124
H (0.231, 4.011, 2.819)  0.414
H (-2.627, 2.120, 4.251)  0.309
H (-4.365, 2.404, 4.021)  0.357
H (-3.236, 3.505, 3.309)  0.235
H (-3.327, -0.160, 3.500)  0.143
H (-4.016, -0.381, 1.891)  0.237
H (-4.962, 0.439, 3.116)  0.422
O (-1.385, 0.900, 6.261)  -0.798
P (-1.347, -0.532, 6.847)  0.918
N (-0.992, 0.056, 8.429)  0.100
C (-0.184, -0.589, 9.463)  -0.821
C (-2.110, 0.743, 9.085)  -1.116
N (0.143, -0.867, 6.032)  0.302
C (1.441, -0.779, 6.682)  -1.229
C (0.274, -0.296, 4.683)  -0.980
N (-1.303, -2.179, 7.521)  -0.046
C (-0.798, -3.286, 6.685)  -0.918
C (-2.685, -2.573, 7.880)  -1.077
H (-0.665, -1.483, 9.876)  0.277
H (-0.014, 0.097, 10.303)  0.380
H (0.811, -0.853, 9.130)  0.159
H (-2.781, 0.034, 9.580)  0.339
H (-2.704, 1.323, 8.373)  0.275
H (-1.749, 1.452, 9.840)  0.377
H (1.624, 0.209, 7.110)  0.309
H (2.260, -0.998, 5.983)  0.389
H (1.546, -1.549, 7.449)  0.383
H (0.571, 0.760, 4.719)  0.346
H (-0.666, -0.378, 4.128)  -0.025
H (1.028, -0.837, 4.097)  0.396
H (-1.263, -3.285, 5.693)  0.322
H (-0.996, -4.257, 7.155)  0.365
H (0.288, -3.257, 6.569)  0.266
H (-3.311, -2.664, 6.986)  0.376
H (-3.152, -1.837, 8.537)  0.252
H (-2.697, -3.525, 8.423)  0.391
O (3.143, 4.561, -0.627)  -0.799
P (3.358, 5.621, -1.735)  0.929
N (3.209, 6.920, -0.609)  0.117
C (2.658, 8.253, -0.849)  -0.810
C (4.340, 7.052, 0.316)  -1.141
N (1.797, 5.289, -2.407)  0.327
C (0.624, 6.102, -2.131)  -1.342
C (1.383, 3.877, -2.390)  -1.069
N (3.604, 6.840, -3.008)  -0.067
C (3.089, 6.576, -4.366)  -0.918
C (5.060, 7.041, -3.186)  -1.112
H (3.295, 8.860, -1.503)  0.270
H (2.558, 8.804, 0.095)  0.384
H (1.656, 8.238, -1.256)  0.179
H (5.156, 7.629, -0.129)  0.344
H (4.741, 6.077, 0.608)  0.315
H (4.036, 7.553, 1.242)  0.368
H (0.409, 6.171, -1.062)  0.312
H (-0.271, 5.704, -2.627)  0.436
H (0.732, 7.101, -2.560)  0.387
H (0.984, 3.586, -1.410)  0.185
H (2.221, 3.219, -2.638)  0.311
H (0.605, 3.686, -3.140)  0.403
H (3.380, 5.581, -4.720)  0.338
H (3.466, 7.318, -5.081)  0.361
H (2.002, 6.672, -4.424)  0.253
H (5.535, 6.137, -3.581)  0.379
H (5.549, 7.283, -2.240)  0.271
H (5.265, 7.878, -3.863)  0.395

Output
Calculated total energy   -5063.95823 Ha
Total charge   +1
HOMO level   -9.16 eV
LUMO level   -3.26 eV
Molar mass   1238.58 g/mol